Here is a 2-piece molecular cluster, C6H9FS overall at a distorted geometry from the OMol25 dataset. Energies are from wB97M-V/def2-TZVPD.

Computed properties:
- energy above the lowest of the compared OMol25 structures with the same formula, charge and spin (eV) = 8.079
- energy (a.u.) = -731.7699
- E_LUMO (alpha / beta) (eV) = -2.8 / -2.8
- F_max (hartree/bohr) = 0.071
- frontier orbital gap (alpha / beta) (eV) = 5.7 / 5.7
- spin multiplicity = 1

Bonds (Å) are listed after each position.
Element x y z (Å)
1 C 2.71 -1.09 -1.80  C2 1.324, C4 1.453
2 C 1.64 -0.75 -2.50  C1 1.324, C4 1.576, H13 1.056
3 C -0.64 0.89 1.21  C5 1.506, H9 1.060, H10 1.150, H11 1.134
4 C 1.50 -1.35 -1.05  C1 1.453, C2 1.576, C6 1.536, H12 1.076
5 C -0.50 -0.21 0.19  C3 1.506, C6 1.535, H14 1.170, H15 1.093
6 C 1.01 -0.30 -0.05  C4 1.536, C5 1.535, H16 1.042, H17 1.120
7 F 5.07 0.11 -0.11  S8 1.656
8 S 5.19 -1.54 -0.23  F7 1.656
9 H -0.07 1.74 0.96  C3 1.060
10 H -0.17 0.39 2.14  C3 1.150
11 H -1.68 1.24 1.48  C3 1.134
12 H 1.39 -2.42 -0.90  C4 1.076
13 H 0.92 -0.63 -3.26  C2 1.056
14 H -1.14 -0.05 -0.78  C5 1.170
15 H -0.89 -1.16 0.58  C5 1.093
16 H 1.48 0.56 -0.41  C6 1.042
17 H 1.61 -0.38 0.90  C6 1.120



Here is a 2-piece molecular cluster, C6H9IOS overall at a distorted geometry from the OMol25 dataset. Energies are from wB97M-V/def2-TZVPD.

Computed properties:
- energy above the lowest of the compared OMol25 structures with the same formula, charge and spin (eV) = 1.213
- structure (SMILES) = CC(I)=C=O.CC(C)=S
- energy (a.u.) = -1005.0320
- E_LUMO (eV) = -0.8
- F_max (hartree/bohr) = 0.093
- frontier orbital gap (eV) = 7.6
- spin multiplicity = 1

Bonds (Å) are listed after each position.
Element x y z (Å)
1 C 2.37 -0.95 2.34  C2 1.502, H6 1.091, H7 1.016, H8 1.017
2 C 2.14 -0.99 0.85  C1 1.502, I3 2.162, C4 1.279
3 I 2.98 0.78 -0.04  C2 2.162
4 C 1.40 -1.66 0.06  C2 1.279, O5 1.177
5 O 0.70 -2.08 -0.79  C4 1.177
6 H 2.04 -0.01 2.79  C1 1.091
7 H 3.36 -1.08 2.51  C1 1.016
8 H 1.65 -1.57 2.72  C1 1.017
9 C -2.61 -0.18 -0.95  C10 1.502, H13 1.052, H14 1.043, H15 0.983
10 C -1.60 0.81 -0.44  C9 1.502, C11 1.547, S12 1.599
11 C -0.91 1.65 -1.54  C10 1.547, H16 1.030, H17 1.064, H18 1.123
12 S -1.09 0.85 1.08  C10 1.599
13 H -2.11 -1.09 -1.11  C9 1.052
14 H -2.91 0.17 -1.88  C9 1.043
15 H -3.33 -0.22 -0.28  C9 0.983
16 H -0.13 1.10 -1.92  C11 1.030
17 H -0.23 2.40 -1.19  C11 1.064
18 H -1.71 2.08 -2.19  C11 1.123